Record 1
Formula: C32H55B2N2O34S8
Source: the OMol25 dataset
Level of theory: the ωB97M-V functional and the def2-TZVPD basis

The calculation puts the HOMO energy at -4.09 eV. Its total charge is -1. As for the frontier orbital gap: 5.25 eV.

Last column: Löwdin charge in e.
Atoms and positions in Å:
H  -4.1615  0.6976  -3.9711  0.115
O  -0.9294  6.8104  -8.9712  -0.230
H  -4.9231  -3.5493  -1.7255  0.108
C  1.1363  5.1002  -8.2993  -0.179
C  1.2044  0.6474  1.5201  -0.018
O  -2.8422  -1.3064  8.4534  -0.231
O  -1.0014  -2.4765  0.0032  -0.076
C  -2.1268  -6.1149  8.3416  -0.171
H  -2.7053  2.5603  6.6966  0.138
O  -0.6422  -1.0495  7.3141  -0.207
C  -3.9436  0.0735  -3.0767  -0.249
S  1.5439  4.2586  -5.9951  0.640
H  2.2721  1.1485  -0.3030  0.104
H  4.6443  -3.9057  -4.1489  0.133
H  3.2095  -4.7372  -0.7216  0.129
H  -3.1913  -6.2928  8.4787  0.133
O  2.7622  3.7090  -5.5295  -0.204
B  -3.8462  -2.2221  -2.5267  -0.523
C  1.8599  1.5275  0.6382  -0.078
C  -2.7858  -2.0245  -1.3653  -0.181
C  -4.8340  0.6102  -1.9370  -0.060
O  -0.6381  2.6402  -1.7046  -0.196
H  -2.4280  -5.1881  -2.6455  0.071
H  2.9548  6.1550  -7.7859  0.132
H  -3.6712  1.7380  7.9451  0.132
N  0.8027  -5.3100  -2.7813  0.052
C  5.9771  -5.2134  -3.0397  -0.173
H  -3.2492  -1.6625  2.6901  0.105
C  0.4492  -5.9948  -1.7204  -0.679
H  -1.9277  -0.5198  0.7275  0.117
O  -0.7953  -5.3978  5.2328  -0.222
O  -3.3391  6.5406  -8.5458  -0.175
C  -1.1217  -2.5992  4.4823  -0.055
C  -2.3729  -2.2171  2.2926  -0.059
C  -3.7625  7.0725  -7.2855  -0.157
H  5.5540  -0.1221  2.5166  0.136
O  1.3896  3.8964  -7.5600  -0.179
O  3.1252  1.7594  5.2708  -0.211
O  7.1513  -5.9101  -3.4750  -0.192
O  1.3483  -5.8925  -0.7182  0.035
C  2.0077  2.8860  0.9808  -0.111
C  5.3137  -4.7463  -4.3152  -0.166
O  -2.4804  0.4996  6.8259  -0.179
H  -2.1160  -2.6239  4.9609  0.089
C  0.6879  1.0861  2.7495  -0.173
C  -1.6548  -3.1132  -1.1387  -0.233
H  -2.5322  -4.1224  7.5893  0.131
H  -3.4267  9.0394  -6.4157  0.136
C  -3.5130  8.5628  -7.3890  -0.165
C  -1.8008  -4.6400  8.2141  -0.172
H  -2.8723  0.2604  -2.8668  0.115
O  8.7481  -4.3294  -4.4814  -0.225
H  -1.7346  -4.1417  9.1781  0.135
H  1.4950  7.1730  -7.7598  0.126
O  -2.6055  7.9180  -10.4373  -0.205
H  1.1102  -0.4035  1.2120  0.119
H  1.4733  4.9956  -9.3284  0.140
H  -2.8790  -4.4462  0.1592  0.121
H  1.4694  6.1929  -2.3428  0.133
O  4.1052  -0.4836  5.4377  -0.186
H  2.5420  3.5798  0.3224  0.092
O  7.8672  -6.2419  -5.8017  -0.223
S  -2.1793  7.4597  -9.1665  0.633
N  1.9952  -4.7386  -2.4416  0.021
C  5.4974  -0.1140  3.6029  -0.168
C  0.5608  5.8821  -1.8191  -0.168
H  4.7636  -5.5575  -4.7958  0.136
H  -4.8438  -0.0168  -1.0290  0.082
H  -1.8028  2.6235  9.2300  0.132
O  -1.6765  -6.7012  7.1175  -0.188
C  1.4677  3.3541  2.1925  -0.089
O  -1.3839  0.6031  8.9814  -0.190
O  1.5271  2.9105  -2.8947  -0.211
S  4.3647  1.1026  5.4558  0.602
O  -4.5100  -3.4705  -2.6024  0.118
C  -1.5691  1.9142  8.4388  -0.168
O  -4.2263  -1.2761  -3.4606  0.072
H  -1.1684  -4.8370  0.0204  0.103
H  -4.8093  6.8388  -7.1066  0.139
O  5.1879  1.1987  4.0769  -0.186
H  -2.1797  -1.0848  -1.3649  0.130
O  5.2381  1.4033  6.5344  -0.227
C  -2.0451  -4.4865  -0.5592  -0.162
H  -0.6316  6.4669  -3.5464  0.132
S  -1.8141  -0.5017  7.8886  0.603
C  -2.7009  1.7686  7.4421  -0.167
S  -0.4410  -5.8489  6.5272  0.619
H  -1.5729  -6.5744  9.1644  0.130
H  0.3299  6.6032  -1.0370  0.133
H  -0.6415  2.2135  7.9452  0.135
H  -0.8488  -3.6494  4.2475  0.055
O  -0.5397  -4.6068  7.5417  -0.184
H  -0.8463  -3.0680  -1.8961  0.149
H  -4.4423  1.6022  -1.6247  0.080
H  4.6621  -2.0416  4.1749  0.136
C  0.0017  0.1764  3.7769  -0.170
S  -1.0600  -6.9310  -1.6804  0.914
H  0.4088  2.8586  3.9860  0.104
O  -3.3306  -1.9966  -0.0309  -0.075
S  0.3551  3.4482  -2.3082  0.611
H  -0.3169  -2.1855  5.1180  0.056
H  6.4641  -0.4087  4.0194  0.130
H  -0.2459  -2.0830  2.5052  0.138
H  6.2933  -4.3676  -2.4238  0.133
H  -0.2392  0.7983  4.6653  0.115
O  0.2997  4.0377  -5.3433  -0.220
O  -1.2066  -0.3895  3.3108  -0.114
C  4.3807  -0.9923  4.1274  -0.161
S  7.7037  -5.2277  -4.8237  0.605
C  1.8873  6.1798  -7.5526  -0.169
C  0.8178  2.4516  3.0500  -0.064
O  -0.3608  4.4172  -3.3858  -0.265
O  1.7257  5.8561  -6.1682  -0.193
H  -5.8473  0.8078  -2.3382  0.072
O  0.7663  -6.5470  6.7914  -0.222
O  6.3955  -4.3662  -5.1782  -0.188
H  3.4751  -0.8858  3.5242  0.127
H  -4.2962  9.0583  -7.9676  0.134
H  0.0717  5.2803  -8.2861  0.086
H  5.3366  -5.8678  -2.4535  0.127
C  -1.1174  -1.8128  3.1463  -0.395
C  -2.3450  -5.5984  -1.6295  -0.426
H  -1.5468  5.6489  -2.2533  0.132
H  -3.2681  -6.1240  -1.3246  0.071
H  1.5656  4.4056  2.4932  0.096
H  -3.1512  6.6201  -6.5013  0.135
H  -2.5581  -3.3112  2.3521  0.098
C  2.3039  -5.0581  -1.2324  -0.168
B  -2.0640  -1.7372  0.7509  -0.729
O  -2.2845  8.6741  -8.1174  -0.185
C  -0.5907  5.6894  -2.7843  -0.167
H  0.7185  -0.6242  4.0582  0.121
O  0.7864  4.5948  -1.2542  -0.203

Forces on the atoms, in the same order (eV/Å):
0.1 -0.4 0.4
-0.3 0.6 -0.4
0.4 -0.4 -0.2
-0.3 -0.1 0.0
0.2 -0.1 -0.3
0.2 -0.2 0.1
-0.3 -0.3 -0.2
0.2 0.0 0.5
0.1 -0.2 -0.2
-0.2 -0.2 0.2
0.1 1.3 -0.6
-0.4 -0.1 -0.6
-0.2 0.2 0.3
0.1 0.1 -0.1
-0.6 -0.4 0.3
0.0 -0.1 -0.2
-0.1 -0.1 0.1
-0.5 -0.6 0.0
-0.1 0.3 0.6
0.8 -0.3 1.1
0.1 0.5 -0.2
0.2 -0.1 0.0
-0.2 -0.2 0.4
0.0 0.0 0.0
0.0 0.1 0.0
0.1 -0.8 1.2
0.0 0.5 0.3
0.4 -0.4 -0.1
-0.8 0.4 -1.4
0.5 0.2 -0.1
0.2 -0.8 0.1
0.1 0.4 -0.3
1.2 0.1 -1.0
1.2 0.6 -0.1
0.2 -0.1 0.6
-0.1 0.2 0.0
0.6 0.2 0.4
0.0 0.4 0.3
-0.1 -0.1 -0.5
0.3 0.2 0.6
-0.1 -0.2 0.4
-0.5 -0.3 0.0
0.5 -0.1 0.2
0.4 0.4 -0.1
-0.1 0.6 0.0
0.8 1.7 1.7
0.0 0.0 0.1
0.3 0.0 -0.1
-0.5 0.1 -0.2
-0.6 0.2 -0.2
-0.5 -0.5 0.1
0.1 -0.1 -0.2
0.2 0.0 -0.1
-0.1 0.0 0.2
0.2 -0.2 -0.1
-0.1 0.4 0.2
0.1 -0.2 0.1
0.3 0.5 -0.4
0.0 0.0 0.0
0.5 0.3 0.1
-0.2 -0.4 0.2
0.3 0.0 0.1
-0.6 0.1 0.4
1.2 1.0 -0.2
0.4 -0.3 0.1
0.3 0.3 -0.3
0.0 0.0 0.0
0.0 0.0 -0.5
0.0 -0.2 0.1
0.1 0.3 -0.2
0.1 -0.6 -0.2
-0.5 -0.2 -0.1
-0.1 -0.1 0.0
0.0 -0.5 -0.5
-0.2 0.9 0.2
0.3 0.3 -0.3
0.4 -0.1 1.1
-0.4 0.4 -0.2
0.0 -0.1 -0.2
-0.4 -0.1 0.2
-0.3 -0.4 -1.0
-0.2 0.1 0.1
0.4 -1.2 -1.2
0.1 -0.2 -0.2
0.0 0.6 -0.4
-0.4 0.1 0.3
-0.4 0.4 0.3
0.0 0.0 0.0
0.0 -0.2 0.1
0.0 0.0 0.0
-0.2 1.0 0.1
0.2 -0.6 0.1
-0.7 -0.8 -0.2
-0.1 -0.5 -0.2
0.0 0.0 0.3
0.2 0.2 -0.2
0.4 0.1 0.5
0.2 -0.4 -0.3
-0.4 -0.2 -1.2
-0.5 0.3 0.1
-0.6 -0.3 0.2
0.0 0.0 0.0
-0.1 0.3 0.7
-0.1 0.0 0.0
0.3 -0.4 -0.3
1.2 -0.3 -2.3
0.8 -0.3 0.4
-0.4 0.0 -0.5
-0.6 0.1 0.3
0.5 0.0 -0.3
0.1 0.4 -0.1
-0.2 0.5 2.7
-0.3 -0.3 0.0
0.3 -0.4 0.4
0.1 0.1 -0.1
0.5 -0.1 0.4
0.0 0.0 0.0
0.0 0.0 0.0
0.1 -0.1 0.0
0.2 -0.2 -0.1
-2.1 -1.3 -0.5
0.2 0.6 0.5
0.0 0.1 0.0
0.5 0.0 -0.5
0.0 -0.5 -0.2
0.0 0.0 0.0
0.1 0.5 0.1
-1.0 -0.5 -1.0
-1.5 0.0 0.8
0.2 -0.5 0.0
-0.5 -0.1 0.3
-0.3 0.4 0.1
-0.4 0.0 -0.2

=====

Record 2
Formula: C2H7N3OP
Source: the OMol25 dataset
Level of theory: the ωB97M-V functional and the def2-TZVPD basis

The calculation puts the HOMO energy at -14.44 eV. The SMILES is CN1[NH2+]PNC1=O. The relative energy (zero: lowest compared OMol25 entry of this formula, charge and spin) comes out at 31.95 kcal/mol. Its total charge is +1. As for the frontier orbital gap: 9.79 eV.

Last column: natural (NBO) charge in e.
Atoms and positions in Å:
H  2.0558  -0.5055  0.9441  0.215
C  1.8116  -0.2220  -0.1083  -0.445
N  -1.8085  -0.6853  0.2255  -1.006
H  1.9505  -1.1199  -0.7700  0.272
N  -0.2134  1.3409  0.2707  -0.583
H  -0.0421  1.4864  1.3152  0.413
H  -1.5857  0.7767  -1.5372  -0.023
H  0.2395  2.0665  -0.1796  0.428
P  -2.1221  0.8915  -0.1253  1.050
H  2.4021  0.7155  -0.5481  0.228
H  -2.4051  -1.4349  0.7224  0.490
C  -0.5485  -1.1689  0.0076  0.812
O  -0.0983  -2.2407  -0.0063  -0.481
N  0.3643  0.0997  -0.2106  -0.368

Forces on the atoms, in the same order (eV/Å):
0.3 0.4 -0.8
0.3 1.5 -0.5
-1.3 -3.1 1.6
0.0 1.1 0.6
-0.9 -3.9 3.0
-0.3 -0.3 -1.3
-0.8 0.5 1.4
0.7 2.1 -1.7
1.0 1.2 -1.9
-1.0 -2.3 1.2
0.7 2.1 -1.0
2.1 4.4 -0.4
0.3 -1.5 0.0
-1.0 -2.5 -0.3

=====

Number 1: electronic energy -7155.12465 hartree. Number 2: electronic energy -660.95514 hartree.